Entry from the OMol25 dataset: a 23-piece molecular cluster, C90H213Br24N11 overall at a distorted geometry (ωB97M-V/def2-TZVPD).

Values from the calculation:
total energy = -1794191.9071 eV
HOMO energy = -8.064 eV
HOMO-LUMO gap = 0.2967 Eh
largest force on an atom = 3.10 eV Å⁻¹

Element x y z (Å)
C 3.970 5.172 -4.989
C 4.695 3.800 -4.989
N 3.830 2.785 -4.338
C 2.676 2.527 -5.227
C 2.928 1.967 -6.611
C 4.540 1.584 -3.962
C 3.708 0.570 -3.102
H 3.635 5.517 -4.011
H 3.060 5.149 -5.589
H 4.506 5.980 -5.486
H 4.906 3.526 -6.023
H 5.654 3.831 -4.472
H 2.033 1.791 -4.743
H 1.973 3.359 -5.273
H 1.936 1.653 -6.937
H 3.298 2.710 -7.316
H 3.512 1.054 -6.487
H 5.433 1.846 -3.393
H 4.958 1.130 -4.861
H 3.073 1.039 -2.351
H 4.394 -0.137 -2.636
H 3.071 -0.028 -3.754
C -1.026 -0.382 -6.514
C -1.269 1.064 -6.105
N -2.161 1.716 -7.090
C -3.628 1.315 -6.969
C -4.501 1.956 -8.067
C -2.123 3.208 -7.073
C -2.613 3.893 -5.751
H -0.316 -0.417 -7.340
H -1.973 -0.887 -6.705
H -0.643 -0.987 -5.692
H -1.794 0.990 -5.153
H -0.359 1.648 -5.967
H -3.707 0.230 -7.033
H -4.077 1.570 -6.009
H -5.382 1.319 -8.152
H -4.756 2.994 -7.852
H -4.058 1.952 -9.063
H -2.721 3.562 -7.913
H -1.073 3.455 -7.231
H -2.333 4.946 -5.768
H -2.114 3.508 -4.862
H -3.700 3.896 -5.659
C 5.904 2.966 -0.323
C 7.349 2.415 -0.461
N 7.844 1.541 0.657
C 6.923 0.355 0.869
C 6.886 -0.564 -0.357
C 7.644 2.304 1.905
C 7.886 1.599 3.251
H 5.665 3.268 -1.342
H 5.855 3.824 0.348
H 5.178 2.270 0.097
H 7.539 1.842 -1.369
H 7.916 3.340 -0.570
H 7.182 -0.234 1.748
H 5.913 0.734 1.023
H 6.621 -0.123 -1.318
H 7.864 -1.033 -0.466
H 6.216 -1.421 -0.300
H 6.680 2.806 1.987
H 8.380 3.107 1.957
H 8.565 0.748 3.187
H 7.023 1.031 3.599
H 8.267 2.283 4.009
C -7.542 -2.932 3.936
C -6.221 -2.476 3.294
N -6.114 -2.733 1.838
C -4.844 -2.094 1.372
C -5.068 -0.616 1.172
C -5.986 -4.179 1.640
C -6.012 -4.737 0.201
H -7.608 -4.015 4.042
H -8.374 -2.643 3.294
H -7.669 -2.416 4.888
H -6.160 -1.426 3.579
H -5.299 -2.795 3.780
H -3.979 -2.224 2.023
H -4.503 -2.510 0.424
H -4.306 -0.046 0.641
H -5.987 -0.409 0.624
H -5.161 -0.040 2.092
H -6.740 -4.659 2.263
H -5.058 -4.447 2.143
H -5.951 -5.822 0.116
H -5.194 -4.356 -0.409
H -6.951 -4.393 -0.233
C 7.031 -6.432 2.370
C 6.030 -5.717 3.328
N 5.757 -4.296 3.097
C 5.093 -4.033 1.784
C 3.804 -4.778 1.565
C 6.957 -3.490 3.385
C 6.546 -2.093 4.000
H 7.951 -5.851 2.439
H 6.692 -6.328 1.339
H 7.079 -7.482 2.656
H 5.166 -6.369 3.459
H 6.463 -5.752 4.327
H 4.782 -2.992 1.701
H 5.855 -4.273 1.042
H 3.892 -5.850 1.741
H 2.970 -4.368 2.133
H 3.491 -4.644 0.529
H 7.472 -3.342 2.436
H 7.609 -4.031 4.070
H 7.370 -1.460 4.328
H 5.929 -2.223 4.889
H 5.880 -1.496 3.377
C -0.372 1.966 9.240
C -1.111 2.859 8.275
N -2.498 2.582 7.975
C -3.168 3.736 7.280
C -2.565 3.979 5.900
C -3.175 2.336 9.276
C -3.689 3.478 10.096
H -0.686 0.930 9.108
H -0.460 2.340 10.260
H 0.712 1.937 9.134
H -0.992 3.880 8.638
H -0.507 2.860 7.368
H -4.222 3.491 7.147
H -3.018 4.662 7.835
H -3.208 4.586 5.263
H -1.576 4.436 5.916
H -2.476 3.040 5.353
H -2.723 1.625 9.968
H -4.020 1.730 8.950
H -2.908 4.234 10.015
H -3.735 3.160 11.138
H -4.644 3.894 9.774
C 1.103 3.356 5.019
C 2.387 3.204 5.844
N 3.284 2.234 5.343
C 3.962 2.521 4.033
C 4.721 3.924 3.987
C 4.207 1.836 6.377
C 4.445 0.283 6.234
H 0.337 4.006 5.442
H 0.625 2.379 4.938
H 1.280 3.710 4.003
H 2.811 4.203 5.952
H 2.138 2.888 6.857
H 4.662 1.711 3.823
H 3.215 2.518 3.239
H 3.931 4.675 3.961
H 5.286 4.015 4.915
H 5.284 4.007 3.057
H 3.753 1.984 7.357
H 5.134 2.405 6.317
H 3.495 -0.251 6.211
H 4.982 0.005 7.141
H 5.027 -0.054 5.377
C -4.416 2.575 -1.380
C -4.723 3.360 -2.656
N -5.343 4.633 -2.237
C -6.741 4.858 -2.707
C -7.677 3.737 -2.231
C -4.492 5.817 -2.254
C -3.225 5.596 -1.398
H -4.009 1.578 -1.547
H -5.376 2.377 -0.903
H -3.746 2.975 -0.620
H -3.862 3.557 -3.295
H -5.389 2.752 -3.268
H -7.000 5.851 -2.338
H -6.783 4.894 -3.796
H -7.731 3.826 -1.146
H -8.696 3.950 -2.555
H -7.285 2.766 -2.534
H -4.999 6.691 -1.847
H -4.217 6.024 -3.288
H -2.652 4.719 -1.699
H -3.608 5.367 -0.404
H -2.633 6.470 -1.128
C 0.554 -10.630 0.615
C 0.157 -9.376 -0.159
N 0.833 -9.187 -1.406
C 0.685 -10.222 -2.402
C -0.815 -10.560 -2.712
C 2.258 -8.779 -1.350
C 2.513 -7.573 -0.388
H 0.235 -11.398 -0.090
H 0.096 -10.701 1.601
H 1.624 -10.727 0.802
H -0.903 -9.400 -0.411
H 0.208 -8.421 0.365
H 1.122 -9.836 -3.323
H 1.212 -11.150 -2.183
H -1.271 -10.866 -1.769
H -1.416 -9.718 -3.054
H -0.847 -11.251 -3.554
H 2.659 -8.424 -2.300
H 2.789 -9.688 -1.067
H 2.423 -7.948 0.631
H 1.807 -6.751 -0.505
H 3.539 -7.215 -0.473
C 3.338 6.070 1.467
C 3.322 6.810 0.066
N 1.967 7.260 -0.274
C 1.479 8.411 0.530
C 0.031 8.879 0.199
C 1.843 7.571 -1.753
C 2.511 8.849 -2.212
H 4.100 5.292 1.423
H 2.376 5.563 1.536
H 3.403 6.752 2.316
H 4.131 7.540 0.049
H 3.595 6.050 -0.666
H 1.513 8.143 1.586
H 2.168 9.255 0.502
H -0.562 8.003 -0.063
H -0.462 9.413 1.012
H 0.057 9.559 -0.652
H 0.799 7.470 -2.049
H 2.271 6.750 -2.328
H 3.597 8.779 -2.266
H 2.189 9.685 -1.591
H 2.291 9.079 -3.255
C -2.005 -0.251 -2.197
C -1.661 -1.156 -0.997
N -0.290 -1.137 -0.533
C 0.721 -1.697 -1.433
C 0.521 -3.215 -1.585
C 0.094 0.216 -0.116
C -0.787 0.646 1.075
H -3.061 -0.186 -2.459
H -1.517 -0.644 -3.089
H -1.637 0.774 -2.149
H -2.317 -0.832 -0.189
H -1.947 -2.185 -1.215
H 0.728 -1.173 -2.389
H 1.724 -1.571 -1.026
H 0.649 -3.690 -0.613
H -0.462 -3.399 -2.019
H 1.249 -3.594 -2.303
H 0.220 0.923 -0.936
H 1.084 -0.008 0.282
H -0.277 1.389 1.688
H -1.106 -0.136 1.764
H -1.693 1.118 0.694
Br -3.634 -1.666 8.348
C -4.302 -0.828 6.613
C -3.021 -0.388 5.866
Br -3.478 0.493 4.209
H -4.930 0.000 6.941
H -4.891 -1.553 6.049
H -2.329 -1.227 5.786
H -2.440 0.360 6.407
Br 3.376 -0.668 1.346
C 2.239 -1.541 2.692
C 1.769 -0.520 3.715
Br 0.562 -1.368 5.082
H 2.750 -2.390 3.147
H 1.355 -1.995 2.243
H 1.236 0.281 3.202
H 2.630 -0.044 4.185
Br -0.202 8.567 3.746
C -0.711 6.636 3.804
C -0.812 5.968 2.446
Br -1.075 4.009 2.552
H -1.632 6.553 4.382
H 0.106 6.121 4.308
H 0.058 6.157 1.817
H -1.715 6.368 1.984
Br -5.902 -0.296 -3.127
C -5.963 -0.994 -4.980
C -4.722 -1.810 -5.068
Br -4.596 -2.917 -6.681
H -6.012 -0.207 -5.733
H -6.876 -1.569 -5.133
H -4.613 -2.479 -4.215
H -3.873 -1.135 -4.960
Br -1.275 -3.826 -8.438
C -1.838 -5.425 -7.415
C -0.942 -6.582 -7.821
Br -1.236 -8.041 -6.489
H -2.866 -5.652 -7.697
H -1.799 -5.176 -6.354
H 0.094 -6.251 -7.748
H -1.259 -6.967 -8.791
Br 8.665 -3.783 -2.207
C 7.460 -4.055 -3.765
C 6.306 -3.041 -3.795
Br 5.066 -3.326 -2.241
H 7.034 -5.059 -3.781
H 8.046 -4.157 -4.678
H 5.745 -3.040 -4.729
H 6.678 -2.030 -3.630
Br -4.203 -8.864 -2.634
C -3.946 -7.016 -3.420
C -2.647 -6.336 -2.875
Br -2.498 -4.471 -3.666
H -4.764 -6.329 -3.206
H -3.919 -7.131 -4.504
H -1.801 -6.937 -3.208
H -2.833 -6.221 -1.807
Br -2.186 -5.375 1.079
C -0.813 -4.324 2.071
C -1.002 -4.688 3.581
Br -2.703 -3.861 4.280
H -1.000 -3.268 1.875
H 0.168 -4.703 1.783
H -0.193 -4.361 4.235
H -1.082 -5.774 3.548
Br -9.655 -1.306 -2.310
C -8.517 -0.660 -0.856
C -9.092 -1.015 0.515
Br -10.888 -0.124 0.717
H -8.420 0.414 -1.017
H -7.518 -1.064 -1.017
H -8.449 -0.705 1.339
H -9.253 -2.089 0.614
Br 3.826 -7.585 -4.982
C 2.461 -6.231 -4.439
C 2.493 -5.154 -5.525
Br 0.938 -3.967 -5.328
H 2.717 -5.858 -3.448
H 1.527 -6.758 -4.245
H 2.349 -5.534 -6.537
H 3.418 -4.580 -5.565
Br 0.171 4.928 -3.466
C 0.588 4.222 -1.645
C 1.946 3.545 -1.662
Br 2.378 2.884 0.201
H -0.129 3.448 -1.373
H 0.513 5.130 -1.046
H 2.797 4.176 -1.922
H 1.896 2.648 -2.279
Br -4.674 5.414 2.824
C -5.510 3.697 2.291
C -6.769 4.008 1.586
Br -7.584 2.254 1.192
H -5.671 3.195 3.244
H -4.813 3.124 1.680
H -6.550 4.505 0.641
H -7.260 4.796 2.157